--- i ---
{
  "formula": "C4H5NOS",
  "method": "the ωB97M-V functional and the def2-TZVPD basis",
  "elements": ["C", "C", "C", "C", "N", "O", "S", "H", "H", "H", "H", "H"],
  "xyz": [[-1.49946, 0.19110, 0.31129], [1.60142, 0.94764, 0.42368], [-0.67331, 0.12396, -0.90550], [0.41429, -0.17841, 0.02202], [-0.56553, -0.08234, 1.13625], [2.10518, 1.77233, -0.25173], [1.34883, -1.70628, -0.07607], [-2.59260, 0.26794, 0.46272], [1.77724, 0.61587, 1.42667], [-0.83122, -0.82350, -1.61876], [-0.41042, 0.94646, -1.50768], [0.99788, -1.96085, 1.14887]],
  "nbo_charge": [0.12, 0.47, -0.50, -0.13, -0.40, -0.50, 0.01, 0.20, 0.12, 0.23, 0.24, 0.14],
  "mol_weight_g_mol": 115.16,
  "gap_ev": 9.82,
  "multiplicity": 1
}

--- ii ---
{
  "formula": "C4H5NOS",
  "method": "the ωB97M-V functional and the def2-TZVPD basis",
  "elements": ["C", "C", "C", "C", "H", "H", "H", "H", "H", "N", "O", "S"],
  "xyz": [[0.48876, -0.08025, 0.76178], [-0.30742, 0.13061, 1.94586], [-1.52588, 0.32389, 1.40942], [-0.28759, 0.02509, -0.32429], [2.66246, -0.09390, 1.10950], [2.02062, -0.96230, -0.46571], [0.20484, 0.55623, 2.97487], [-2.53003, 0.73292, 1.84894], [0.98494, 1.18139, -1.99563], [1.81363, -0.60226, 0.69661], [-1.47856, 0.21430, 0.05915], [0.34894, -0.08181, -1.97363]],
  "nbo_charge": [0.06, -0.33, 0.09, 0.05, 0.39, 0.39, 0.25, 0.22, 0.15, -0.86, -0.40, -0.01],
  "mol_weight_g_mol": 115.16,
  "gap_ev": 8.62,
  "multiplicity": 1
}

Which is the most stable structure? ii is the most stable.

--- i ---
{
  "formula": "C4H5NOS",
  "method": "the ωB97M-V functional and the def2-TZVPD basis",
  "elements": ["C", "C", "C", "C", "H", "H", "H", "H", "H", "N", "O", "S"],
  "xyz": [[1.56019, 0.89314, 0.81794], [0.59355, 0.21993, -0.18356], [-0.30379, -0.83653, 0.59867], [-1.63699, 0.11228, -1.17066], [1.27301, 1.85044, 1.39940], [1.12661, -0.26357, -1.08848], [-0.70679, -1.68902, 0.28814], [-0.32821, -0.80215, 1.73094], [-2.63844, -0.34880, -0.88087], [-0.93712, 0.49159, -0.01568], [-1.24698, -0.06401, -2.39138], [3.24496, 0.43670, 0.89553]],
  "nbo_charge": [-0.22, -0.18, -0.19, 0.51, 0.23, 0.28, 0.20, 0.21, 0.13, -0.43, -0.56, 0.01],
  "mol_weight_g_mol": 115.16,
  "gap_ev": 8.13,
  "multiplicity": 1
}

--- ii ---
{
  "formula": "C4H5NOS",
  "method": "the ωB97M-V functional and the def2-TZVPD basis",
  "elements": ["C", "C", "C", "C", "H", "H", "H", "H", "H", "N", "O", "S"],
  "xyz": [[0.25249, 0.84158, -0.08968], [1.46679, 0.17030, 0.05386], [1.10234, -1.12742, -0.03287], [-0.76851, -0.06690, -0.36011], [-0.76115, 2.54959, -0.80453], [2.46328, 0.73063, 0.39314], [1.66750, -2.09352, -0.06537], [-0.46433, -2.29302, -0.01583], [-2.55699, 0.34420, 1.38967], [-0.19321, -1.31329, -0.28369], [0.22746, 2.22886, -0.11878], [-2.43567, 0.02900, -0.06581]],
  "nbo_charge": [0.28, -0.36, -0.01, -0.23, 0.49, 0.25, 0.20, 0.44, 0.13, -0.51, -0.66, 0.00],
  "mol_weight_g_mol": 115.16,
  "gap_ev": 8.62,
  "multiplicity": 1
}

Which is the most stable structure? ii is the most stable.

--- i ---
{
  "formula": "C2H3NO2",
  "method": "the ωB97M-V functional and the def2-TZVPD basis",
  "elements": ["C", "C", "N", "O", "O", "H", "H", "H"],
  "xyz": [[1.29040, 0.05955, 0.08553], [-0.04320, 0.39006, 0.41262], [2.39596, -0.19926, -0.08178], [-0.59688, -1.65098, -0.19493], [-0.64268, 1.18169, -0.44689], [-0.54400, 0.33796, 1.30576], [-0.42307, -1.56651, -1.05596], [-1.43653, 1.44749, -0.02435]],
  "nbo_charge": [0.19, 0.32, -0.21, -0.86, -0.57, 0.22, 0.42, 0.50],
  "mol_weight_g_mol": 73.05,
  "gap_ev": [9.00, 8.65],
  "multiplicity": 1
}

--- ii ---
{
  "formula": "C2H3NO2",
  "method": "the ωB97M-V functional and the def2-TZVPD basis",
  "elements": ["C", "C", "N", "O", "O", "H", "H", "H"],
  "xyz": [[-0.86677, -0.00275, -0.22917], [0.36592, -0.11999, 0.56292], [-0.03156, -1.03735, -0.47996], [-1.95503, 0.47286, -0.36266], [1.18603, 0.96308, 0.20548], [0.42641, -0.56272, 1.61760], [0.35239, -1.37418, -1.35738], [0.52261, 1.66106, 0.04317]],
  "nbo_charge": [0.65, 0.12, -0.62, -0.53, -0.69, 0.19, 0.41, 0.48],
  "mol_weight_g_mol": 73.05,
  "gap_ev": 10.56,
  "multiplicity": 1
}

Which is the most stable structure? ii is the most stable.

--- i ---
{
  "formula": "C2H3NO2",
  "method": "the ωB97M-V functional and the def2-TZVPD basis",
  "elements": ["C", "O", "O", "N", "C", "H", "H", "H"],
  "xyz": [[-0.52986, 0.11245, -0.10651], [-1.19527, 1.14722, -0.67620], [-1.15916, -1.11905, -0.06881], [1.96413, 0.35432, 0.43346], [0.78441, 0.21279, 0.14344], [-0.64175, -1.74316, 0.45318], [-1.88331, 0.88129, 0.10865], [2.66081, 0.15415, -0.28722]],
  "nbo_charge": [0.32, -0.61, -0.69, -0.60, 0.24, 0.49, 0.49, 0.36],
  "mol_weight_g_mol": 73.05,
  "gap_ev": 8.42,
  "multiplicity": 1
}

--- ii ---
{
  "formula": "C2H3NO2",
  "method": "the ωB97M-V functional and the def2-TZVPD basis",
  "elements": ["C", "C", "N", "O", "O", "H", "H", "H"],
  "xyz": [[-0.14694, -0.26000, 0.05555], [-0.63745, 1.06747, 0.13713], [-1.93541, 0.05325, -1.27044], [-1.66122, 1.18004, -0.70424], [-1.02483, -0.78975, -0.80488], [2.51037, -1.34598, 0.87265], [-0.21341, 1.97108, 0.42810], [3.10889, -1.87610, 1.28613]],
  "nbo_charge": [0.01, -0.03, 0.23, -0.17, -0.24, 0.02, 0.22, -0.03],
  "mol_weight_g_mol": 73.05,
  "gap_ev": [8.84, 8.84],
  "multiplicity": 1
}

--- iii ---
{
  "formula": "C2H3NO2",
  "method": "the ωB97M-V functional and the def2-TZVPD basis",
  "elements": ["C", "C", "N", "O", "O", "H", "H", "H"],
  "xyz": [[0.22019, 0.18219, -0.43256], [-0.88103, 0.25098, 0.55161], [-2.79113, -0.09415, -0.60445], [-3.73180, -0.12652, 0.05813], [-0.29892, 1.42812, 0.10814], [1.26844, -0.15243, -0.31825], [0.03846, -0.10152, -1.53468], [-1.01060, -0.09537, 1.50381]],
  "nbo_charge": [-0.16, 0.08, 0.21, -0.21, -0.46, 0.19, 0.18, 0.17],
  "mol_weight_g_mol": 73.05,
  "gap_ev": [8.12, 8.18],
  "multiplicity": 1
}

Which is the most stable structure? i is the most stable.

--- i ---
{
  "formula": "C2H3NO2",
  "method": "the ωB97M-V functional and the def2-TZVPD basis",
  "elements": ["N", "C", "O", "C", "O", "H", "H", "H"],
  "xyz": [[0.43250, -0.79180, -0.04193], [-0.16093, -0.17943, -1.00741], [-0.75923, 0.86870, -0.57231], [-0.14720, 0.58040, 0.98313], [-0.90956, 0.36817, 1.86470], [0.99052, -1.63088, -0.12542], [-0.18441, -0.43860, -2.06728], [0.73831, 1.22345, 0.96653]],
  "nbo_charge": [-0.70, 0.48, -0.54, 0.61, -0.56, 0.40, 0.18, 0.14],
  "mol_weight_g_mol": 73.05,
  "gap_ev": 11.02,
  "multiplicity": 1
}

--- ii ---
{
  "formula": "C2H3NO2",
  "method": "the ωB97M-V functional and the def2-TZVPD basis",
  "elements": ["O", "C", "N", "C", "O", "H", "H", "H"],
  "xyz": [[-0.83483, -0.03201, -1.52643], [-1.05650, -0.27597, -0.36098], [-0.07092, -0.23221, 0.59182], [1.14594, 0.28114, 0.04368], [1.65833, 1.30067, 0.40854], [-2.04993, -0.52890, 0.02578], [-0.31404, -0.13993, 1.57390], [1.52195, -0.37279, -0.75630]],
  "nbo_charge": [-0.58, 0.53, -0.70, 0.56, -0.50, 0.13, 0.42, 0.14],
  "mol_weight_g_mol": 73.05,
  "gap_ev": 11.21,
  "multiplicity": 1
}

--- iii ---
{
  "formula": "C2H3NO2",
  "method": "the ωB97M-V functional and the def2-TZVPD basis",
  "elements": ["O", "C", "N", "C", "O", "H", "H", "H"],
  "xyz": [[0.53671, -1.91782, 1.15999], [0.16649, -1.17924, 0.28164], [0.21820, 0.20449, 0.40295], [-0.30755, 1.05481, -0.54795], [-0.95024, 0.67708, -1.49605], [-0.21632, -1.52551, -0.68738], [0.65388, 0.56537, 1.24079], [-0.10116, 2.12081, -0.35398]],
  "nbo_charge": [-0.55, 0.54, -0.66, 0.54, -0.56, 0.15, 0.42, 0.12],
  "mol_weight_g_mol": 73.05,
  "gap_ev": 11.08,
  "multiplicity": 1
}

Which is the most stable structure? iii is the most stable.

--- i ---
{
  "formula": "C2H3NO2",
  "method": "the ωB97M-V functional and the def2-TZVPD basis",
  "elements": ["C", "C", "N", "O", "O", "H", "H", "H"],
  "xyz": [[-0.01090, -0.41627, -0.30498], [-0.69914, 0.59532, 0.53013], [-1.07682, -0.91463, 0.48389], [-2.03261, 0.80097, -0.12442], [-2.32238, -0.54523, -0.21642], [-0.25501, -0.32744, -1.41997], [0.80548, -0.93483, 0.09915], [-0.27474, 1.32579, 1.18188]],
  "nbo_charge": [-0.34, 0.14, -0.11, -0.26, -0.13, 0.23, 0.24, 0.22],
  "mol_weight_g_mol": 73.05,
  "gap_ev": 10.24,
  "multiplicity": 1
}

--- ii ---
{
  "formula": "C2H3NO2",
  "method": "the ωB97M-V functional and the def2-TZVPD basis",
  "elements": ["C", "C", "N", "O", "O", "H", "H", "H"],
  "xyz": [[-1.39447, -0.95515, -0.36093], [1.23043, 1.51220, 0.70667], [1.63580, 0.54055, 0.21476], [2.22472, -0.38234, -0.20541], [-0.22623, -1.20299, -0.24804], [-2.09981, -1.24796, 0.42143], [-1.85753, -0.45979, -1.21884], [0.48709, 2.19548, 0.69035]],
  "nbo_charge": [0.28, -0.11, 0.24, -0.35, -0.49, 0.10, 0.11, 0.22],
  "mol_weight_g_mol": 73.05,
  "gap_ev": 10.44,
  "multiplicity": 1
}

Which is the most stable structure? ii is the most stable.